67
Properties=species:S:1:pos:R:3:forces:R:3 method="wB97M-V/def2-TZVPD" gap_ev=7.38 total_charge=0 e_lumo_ev=-0.967
C -1.589656 2.348787 -2.411805 -0.1 -0.6 0.3
B -1.317863 2.252358 -0.786397 -0.5 0.8 -0.7
O -1.697742 3.368467 0.039565 -0.6 -2.2 -1.2
C -0.669165 0.856104 -0.251796 2.6 -2.0 1.1
C 0.787249 0.495885 -0.612783 -3.4 -1.5 2.0
O 1.542015 1.438746 -1.381500 -0.9 -0.7 2.1
C 1.434055 -0.881438 -0.146939 -2.9 0.4 0.8
C 2.932534 -1.173729 -0.605886 -0.3 -0.4 0.0
C 3.944260 -1.581550 0.579615 -0.3 -0.5 -0.1
C 3.583459 -0.975789 2.016305 0.7 0.3 0.1
C 3.501202 0.631184 2.059984 1.2 -0.5 0.7
C 3.772167 1.071119 3.597810 -0.1 -0.4 0.2
C 2.580845 0.506247 4.515085 0.8 -0.7 -1.6
O 2.570533 1.055101 5.868339 -2.7 -0.7 -0.1
C 1.351155 0.586346 6.460104 -1.5 -2.8 1.4
C 0.277048 1.652624 7.045592 2.1 -0.1 -0.7
O 1.059900 -0.628705 6.592999 1.6 4.3 -1.0
C 0.525690 -1.814915 0.675258 0.1 3.1 -1.5
I 1.268908 -3.780356 1.335797 -0.8 1.6 -0.6
C -0.956805 -1.437130 1.088680 0.5 0.2 -0.3
N -1.662314 -2.393011 1.893609 -3.0 4.0 -1.2
C -2.992833 -1.977250 2.172119 1.4 0.8 -1.0
C -3.931266 -2.940765 3.065735 0.6 0.0 -0.2
C -3.193867 -4.352295 3.377240 -0.2 0.3 1.9
N -2.896483 -4.742192 4.608110 -1.2 1.7 -3.5
C -3.586804 -0.634204 1.668051 1.5 0.2 -0.5
N -2.909215 0.360200 0.908055 1.2 -5.4 2.2
C -1.576162 -0.098356 0.633331 2.2 0.3 -1.0
H -0.743396 2.914583 -2.941617 -1.2 -0.7 0.8
H -1.614530 1.280558 -2.834441 0.1 1.7 0.5
H -2.589117 2.852847 -2.660783 1.5 -0.6 0.4
H -2.595034 3.642483 -0.282402 1.4 0.1 0.3
H 1.609081 2.247793 -0.811392 -0.1 -1.0 -0.8
H 2.891127 -2.065717 -1.344013 0.0 1.5 1.1
H 3.383059 -0.272806 -1.171917 -1.2 -1.4 0.9
H 5.001455 -1.260096 0.250572 -1.6 -0.3 0.6
H 3.962241 -2.738644 0.606536 0.0 2.0 0.3
H 2.633504 -1.390782 2.491815 1.3 0.3 -1.0
H 4.452770 -1.276165 2.722649 -1.4 0.4 -1.1
H 4.399470 1.037767 1.452904 -1.6 -0.5 0.8
H 2.505200 1.026103 1.650240 1.5 -0.5 0.6
H 4.745090 0.555212 3.941002 -1.4 0.9 -0.6
H 3.939894 2.197249 3.701364 -0.5 -1.5 -0.1
H 1.590326 0.759488 3.969933 1.4 -0.5 1.0
H 2.737342 -0.636040 4.605172 -0.6 1.9 -0.2
H -0.670761 1.544028 6.418256 1.4 0.2 1.0
H 0.782180 2.682517 6.923888 -1.2 -1.5 0.4
H 0.115385 1.368421 8.141865 0.1 0.5 -1.7
H -4.945239 -3.101333 2.531212 1.7 0.1 0.7
H -4.195467 -2.413525 4.061213 0.6 -0.8 -1.5
H -2.968327 -5.010417 2.475962 -0.2 0.9 1.3
H -3.222266 -3.963641 5.214394 0.4 -0.6 -0.1
H -4.685597 -0.414527 1.939572 2.0 -0.3 -0.5
C -0.546123 0.483190 -9.380502 -0.1 -0.3 0.1
C -0.582765 1.689664 -8.462865 0.5 0.0 -0.6
O -1.677331 1.589570 -7.538267 -0.3 -0.3 1.0
C -1.460334 0.828587 -6.444917 1.4 0.3 -1.3
O -0.431490 0.246172 -6.218035 -1.0 0.2 0.3
C -2.680808 0.852844 -5.529037 -1.7 -0.1 1.2
F -3.839218 0.698543 -6.204694 0.6 0.0 -0.1
F -2.782640 2.021678 -4.858949 0.3 -0.3 -0.9
F -2.654694 -0.120051 -4.598880 0.4 0.3 -0.6
H -1.507750 0.354363 -9.883467 0.1 0.1 0.0
H 0.235834 0.596133 -10.134324 -0.1 0.0 0.1
H -0.354675 -0.433459 -8.818134 0.1 0.1 0.0
H -0.751220 2.593663 -9.051988 -0.3 0.0 0.3
H 0.363979 1.822264 -7.932199 -0.2 -0.1 0.1

67
Properties=species:S:1:pos:R:3:forces:R:3 method="wB97M-V/def2-TZVPD" gap_ev=4.83 e_above_lowest_ev=0.000 total_charge=-2 e_lumo_ev=3.929
Li -0.077763 0.077028 0.064943 0.3 0.0 -0.1
C -1.357950 -2.754336 -1.684045 -0.1 -0.1 -0.1
C -0.037249 -2.222979 -2.125154 0.0 0.1 0.0
C 0.860833 -2.753765 -3.066534 0.1 0.1 0.0
C 1.926673 -1.872813 -3.076851 0.0 0.0 -0.1
C 3.186503 -1.925256 -3.876751 0.0 -0.1 -0.1
N 1.650882 -0.888228 -2.199981 0.0 -0.1 0.1
N 0.453411 -1.105982 -1.613623 -0.3 0.0 0.1
B 2.513016 0.314381 -1.769985 0.1 0.0 -0.2
N 1.743463 1.629166 -2.024528 -0.1 0.1 0.0
N 0.625954 1.898606 -1.319672 -0.1 -0.1 0.2
C 0.190992 3.078675 -1.722496 -0.1 0.0 0.1
C -1.036043 3.669435 -1.113571 -0.1 0.1 0.0
C 1.035673 3.598983 -2.717863 0.2 -0.1 -0.1
C 2.015995 2.636265 -2.878352 0.0 0.0 0.0
C 3.189862 2.624750 -3.800025 0.0 0.0 -0.1
N 2.902234 0.206470 -0.289841 0.1 -0.1 0.1
N 1.953194 0.074366 0.667712 -0.2 0.0 0.0
C 2.577076 -0.041750 1.825370 0.0 0.0 0.1
C 1.822392 -0.199138 3.097787 -0.1 -0.1 0.1
C 3.968102 0.017110 1.628743 0.1 0.0 -0.1
C 4.131101 0.173672 0.266954 0.0 0.0 0.0
C 5.389620 0.289330 -0.527994 0.1 0.0 0.0
H -1.618630 -3.647596 -2.254204 0.0 0.0 0.0
H -1.352549 -3.004389 -0.624271 0.0 0.0 0.1
H -2.143076 -2.010859 -1.833058 0.0 0.0 0.0
H 0.754970 -3.654833 -3.646862 0.0 0.0 0.0
H 3.159720 -2.796744 -4.532036 0.0 0.0 0.0
H 3.314353 -1.035479 -4.495526 0.0 0.0 0.0
H 4.068735 -2.005980 -3.239776 0.0 0.0 0.0
H 3.510609 0.319990 -2.436028 0.1 0.0 0.0
H -1.412717 2.986746 -0.355119 0.0 0.0 0.0
H -0.824940 4.633537 -0.644704 0.0 0.0 0.0
H -1.820797 3.828239 -1.857939 0.0 0.0 0.0
H 0.952261 4.536182 -3.242765 0.0 0.0 0.0
H 3.196845 3.540349 -4.392974 0.0 0.0 0.0
H 4.132988 2.561166 -3.254999 0.0 0.0 0.0
H 3.157558 1.775063 -4.484174 0.0 0.0 0.0
H 0.951695 -0.842563 2.965112 0.0 0.0 0.0
H 2.461916 -0.633989 3.867907 0.0 0.0 0.0
H 1.451574 0.759396 3.466377 0.0 0.0 0.0
H 4.742052 -0.055588 2.374389 0.0 0.0 0.0
H 6.246237 0.256930 0.146205 0.0 0.0 0.0
H 5.492805 -0.523579 -1.248619 0.0 0.0 0.0
H 5.431128 1.224286 -1.089224 0.0 0.0 0.0
S -1.850058 -0.447685 3.939845 0.1 0.0 0.2
C -1.823842 -2.131495 3.585207 -0.2 0.2 -0.4
S -1.189989 -2.701371 2.091004 0.2 -0.1 0.0
C -2.431192 -3.039728 4.477935 0.1 0.1 0.0
C -2.502438 -4.428412 4.231524 0.1 -0.4 0.0
N -2.589264 -5.576674 4.106142 0.0 0.0 0.0
C -3.051207 -2.631510 5.679603 -0.2 0.1 0.3
N -3.587738 -2.376982 6.674861 0.0 0.0 0.0
O -1.763095 0.633820 0.543935 0.0 0.3 -0.1
S -2.940534 0.958249 1.418156 0.2 -0.1 0.1
C -4.074173 1.788906 0.242758 -0.2 -0.1 -0.1
C -5.419699 1.092172 0.384570 0.0 0.0 0.0
C -5.071887 -0.394484 0.431310 0.0 -0.1 0.0
C -3.973250 -0.530587 1.478911 0.0 0.1 0.0
H -3.638801 1.604614 -0.740793 0.0 0.0 0.0
H -4.083727 2.859976 0.440752 0.0 0.0 0.0
H -6.108559 1.357175 -0.423153 0.0 0.0 0.0
H -5.897566 1.378801 1.326276 0.0 0.0 0.0
H -4.706008 -0.717069 -0.546639 0.0 0.0 0.0
H -5.931079 -1.018715 0.684195 0.0 0.0 0.0
H -3.265306 -1.352589 1.343668 0.0 -0.1 0.0
H -4.344232 -0.596987 2.502253 -0.1 0.1 0.0

59
Properties=species:S:1:pos:R:3:forces:R:3 method="wB97M-V/def2-TZVPD" multiplicity=4 gap_ev="4.41 / 7.79" total_charge=0 e_lumo_ev="0.311 / 0.299"
Co -0.283186 -0.336367 0.019515 0.0 0.4 0.3
C -1.421647 2.386120 -0.685741 0.0 0.0 0.0
C -0.028951 2.231465 -1.307051 -0.1 -0.1 0.0
C -0.024795 1.162528 -2.360692 0.0 0.1 -0.1
C 0.173826 1.437876 -3.709118 0.0 0.1 0.2
C 0.133788 0.407516 -4.627326 0.0 0.0 -0.2
C -0.120467 -0.875405 -4.177816 0.0 -0.2 0.1
C -0.306516 -1.074616 -2.822258 0.0 -0.2 -0.1
N -0.254877 -0.086141 -1.931804 0.0 0.1 -0.2
N -1.845414 1.202349 0.098064 0.2 -0.2 0.1
C -1.966154 1.485104 1.566206 -0.1 0.0 -0.1
C -0.713253 1.159829 2.294924 0.1 -0.4 -0.2
C -0.201569 1.933192 3.300671 0.2 0.0 0.2
C 0.853909 1.455418 4.095230 0.0 -0.2 -0.1
C 1.304557 0.125166 3.827500 -0.1 0.3 0.1
C 0.793329 -0.583557 2.786752 -0.3 0.2 -0.3
N -0.195726 -0.094317 1.939888 0.2 0.1 0.4
C -3.070171 0.591052 -0.434716 0.0 0.0 0.0
C -3.216678 -0.840625 0.026813 -0.2 0.2 0.0
C -4.439579 -1.395482 0.375095 0.0 0.2 0.0
C -4.481827 -2.724269 0.757739 -0.2 -0.1 0.1
C -3.307701 -3.452046 0.790619 0.2 -0.1 0.0
C -2.128363 -2.813325 0.435022 0.0 -0.2 0.1
N -2.089816 -1.542572 0.055988 0.2 -0.1 -0.1
H -1.434495 3.269461 -0.048093 0.0 0.0 0.1
H -2.143105 2.561400 -1.487703 0.0 0.1 0.0
H 0.286541 3.182276 -1.739208 0.0 0.0 0.0
H 0.681188 1.971894 -0.519297 0.1 0.0 0.0
H 0.368685 2.456032 -4.020594 0.0 0.0 0.0
H 0.301606 0.602270 -5.679786 0.0 0.0 0.0
H -0.160507 -1.716925 -4.855684 0.0 0.0 0.0
H -0.493401 -2.060371 -2.413979 0.0 0.0 0.0
H -2.256149 2.524516 1.740324 -0.1 0.0 0.0
H -2.781813 0.849894 1.934817 0.1 0.0 0.0
H -0.650589 2.901922 3.500447 0.0 0.0 0.0
H 1.277533 2.052453 4.890260 0.0 0.0 0.0
H 2.067091 -0.335637 4.444543 0.0 0.0 0.0
H 1.156188 -1.576635 2.552071 0.0 0.0 0.0
H -3.964947 1.162881 -0.166335 0.0 0.1 0.0
H -2.996753 0.585002 -1.524323 0.0 0.0 0.0
H -5.335454 -0.788187 0.358292 0.0 0.0 0.0
H -5.421510 -3.181489 1.043306 0.0 0.0 0.0
H -3.292890 -4.489161 1.098437 0.0 0.0 0.0
H -1.170344 -3.323095 0.468604 -0.1 0.0 0.0
C 4.272065 -1.647100 1.142783 0.1 -0.1 0.1
Ge 3.111200 -0.533566 0.023432 0.0 0.1 0.1
C 4.002698 -0.350359 -1.724532 0.0 0.0 -0.1
C 3.141657 1.268584 0.788897 -0.1 0.1 0.1
C 1.359223 -1.290693 -0.138824 -0.3 -0.3 -0.1
H 5.301558 -1.279030 1.094614 -0.1 -0.1 0.0
H 4.257285 -2.689606 0.816368 0.0 0.1 0.0
H 3.932552 -1.603311 2.180619 0.0 0.0 -0.1
H 5.061374 -0.122220 -1.571835 -0.1 0.0 -0.1
H 3.551550 0.471442 -2.290489 0.0 -0.1 0.0
H 3.924351 -1.262271 -2.321617 0.0 0.0 0.0
H 4.183634 1.558248 0.955217 -0.1 0.0 0.0
H 2.605102 1.313400 1.741833 0.1 0.0 -0.1
H 2.701900 2.002164 0.106505 0.1 0.0 0.0
H 1.394271 -2.243103 -0.692593 0.0 0.1 0.0

59
Properties=species:S:1:pos:R:3:forces:R:3 method="wB97M-V/def2-TZVPD" smiles="O=C(NC1CC1)C1CCN(C2CCN(C(=O)/C=C/c3ccc(F)cc3)CC2)CC1" gap_ev=9.02 e_above_lowest_ev=3.112 total_charge=0 e_lumo_ev=0.376
O 3.485492 3.248363 3.639524 0.0 0.3 0.2
C 3.587902 2.251879 2.954248 -0.4 -0.3 -0.2
N 4.780488 1.713474 2.615818 0.3 -0.3 -0.2
C 6.026430 2.271771 3.025873 0.2 0.1 0.1
C 7.200179 2.226558 2.096175 0.0 0.2 -0.1
C 7.180224 1.366080 3.328658 0.0 0.0 0.2
H 7.832226 1.620921 4.148840 0.1 0.1 0.1
H 7.039062 0.303259 3.200285 -0.1 -0.1 -0.1
H 7.865784 3.074407 2.067111 0.1 0.1 0.0
H 7.072240 1.742001 1.139727 -0.1 -0.1 -0.1
H 5.863327 3.150046 3.635891 0.1 -0.1 0.0
H 4.814658 0.885537 2.042942 -0.1 0.1 0.0
C 2.375037 1.506442 2.408182 0.2 0.0 0.0
C 2.281692 0.078589 2.950322 -0.3 0.1 0.1
C 1.043131 -0.609875 2.379259 0.2 -0.1 0.1
N 1.129285 -0.637548 0.931595 0.0 0.0 0.1
C 1.110284 0.714736 0.406123 0.3 0.0 -0.1
C 2.358217 1.458045 0.879075 -0.3 0.1 0.0
H 2.362321 2.469686 0.470295 0.1 0.0 0.0
H 3.235822 0.929713 0.503153 0.0 0.0 -0.1
H 0.216949 1.272014 0.739432 0.0 0.0 -0.1
H 1.106477 0.675700 -0.683558 -0.1 0.0 0.0
C 0.229323 -1.582675 0.292857 -0.1 0.1 -0.3
H 0.258028 -2.488685 0.912549 0.0 0.0 0.0
C 0.735210 -1.971836 -1.101669 -0.2 -0.3 0.3
H 1.764397 -2.322467 -1.031030 0.1 0.0 0.0
H 0.711576 -1.110841 -1.770191 0.0 0.0 -0.1
C -0.154288 -3.067400 -1.687404 0.3 0.1 -0.4
N -1.524672 -2.604913 -1.742502 0.1 -0.1 0.2
C -2.150760 -2.493305 -2.935862 0.0 0.0 -0.1
O -1.643867 -2.873497 -3.977338 0.0 -0.1 -0.3
C -3.507455 -1.877972 -2.955319 -0.1 0.4 -0.1
C -3.732117 -0.595620 -2.666561 0.3 -0.6 0.0
C -4.995096 0.118283 -2.787532 -0.4 0.3 0.0
C -6.125153 -0.434713 -3.393879 0.1 0.1 0.1
C -7.305280 0.275985 -3.479339 -0.1 0.1 0.0
C -7.357272 1.554901 -2.952660 0.2 0.0 0.1
C -6.257610 2.137795 -2.349339 -0.3 0.1 -0.1
C -5.083811 1.414768 -2.274070 0.0 -0.3 -0.1
H -4.218170 1.860584 -1.805963 0.1 0.0 0.0
H -6.329707 3.138180 -1.952698 0.0 0.1 0.0
F -8.509086 2.251707 -3.032899 0.1 -0.1 0.0
H -8.180482 -0.144148 -3.949314 -0.1 0.0 0.0
H -6.080092 -1.426669 -3.814143 0.0 -0.1 -0.1
H -2.911658 0.004172 -2.290608 0.1 0.0 0.1
H -4.274350 -2.511917 -3.375852 -0.1 -0.1 0.0
C -2.068537 -2.252424 -0.454711 -0.2 0.3 0.3
H -2.031022 -3.140164 0.191191 -0.1 0.0 0.0
H -3.110753 -1.950637 -0.564613 0.2 -0.1 0.1
C -1.240138 -1.135609 0.182614 0.2 -0.3 0.2
H -1.305291 -0.240652 -0.437759 0.0 0.1 0.0
H -1.640892 -0.903033 1.170447 0.0 0.1 0.0
H -0.102231 -3.968853 -1.065476 0.0 0.0 0.0
H 0.149751 -3.317629 -2.705247 0.0 -0.1 0.2
H 0.140915 -0.078184 2.730723 0.0 0.0 0.0
H 0.997551 -1.637509 2.747965 -0.1 0.0 0.0
H 3.161144 -0.497005 2.656823 0.0 -0.1 0.0
H 2.225855 0.092299 4.039857 0.1 0.0 0.0
H 1.498816 2.067888 2.749982 0.1 0.0 0.0

no.,E (Ha)
1,-2132.0483
2,-2634.8992
3,-4573.0205
4,-1309.0333